1.
Molecular formula: C2H9BN2O2
Method: DFT, wB97M-V/def2-TZVPD

```
16
Properties=species:S:1:pos:R:3:forces:R:3:nbo_charge:R:1
B 1.70901 -0.12432 0.03936 -1.75 -2.08 0.57 1.10
C -2.22805 -0.60461 -0.38492 0.14 0.00 -1.76 -0.42
C 0.14392 -0.75217 0.19822 1.01 -0.56 2.47 -0.48
N -0.98231 1.41008 0.09880 0.35 -1.62 2.88 -0.67
N -0.93975 0.02785 -0.26646 1.27 0.53 -0.51 -0.32
O 2.80539 -0.78074 0.56439 -0.57 0.19 -0.09 -0.89
O 1.79101 1.06926 -0.55232 1.06 1.75 -1.00 -0.90
H -2.47365 -0.71583 -1.51584 -0.16 0.37 1.84 0.18
H -2.25689 -1.62531 0.01773 0.05 0.36 0.27 0.19
H -2.84363 0.09641 0.15405 -1.13 -0.28 -0.14 0.22
H -0.11946 -1.77536 -0.22207 1.23 0.95 0.94 0.24
H 0.14067 -0.87814 1.62999 -0.20 0.14 -3.33 0.07
H -0.39043 1.46611 1.01324 -1.28 0.47 -2.23 0.34
H -0.61131 1.94912 -0.65068 0.79 0.42 -0.18 0.36
H 3.56778 -0.19428 0.60722 0.12 -0.22 0.00 0.48
H 2.68773 1.43192 -0.73070 -0.92 -0.43 0.29 0.49
```
Positions in Å, forces in eV/Å.

Its calculated total energy is -9971.393 eV. The value obtained for the frontier orbital gap is 7.77 eV. The value obtained for the HOMO energy is -7.66 eV. Its energy above the lowest of the compared OMol25 structures with the same formula, charge and spin is 17.0 kcal/mol. Its spin multiplicity is 1. For the lowest unoccupied orbital energy, the calculation gives 0.109 eV.

---

2.
Molecular formula: C2H9BaInN
Method: DFT, wB97M-V/def2-TZVPD

```
14
Properties=species:S:1:pos:R:3:forces:R:3:mulliken_charge:R:1
C 1.93800 -0.24524 -0.22182 -0.15 0.46 -0.20 -0.92
C 1.00521 0.93099 -0.04800 -0.17 -0.48 0.67 -0.35
N -0.13016 0.56635 0.80907 -0.49 -0.75 -0.13 -0.61
In -1.81907 -0.06365 -0.21729 0.06 3.54 -1.80 0.42
H 1.37305 -1.15866 -0.19440 -0.25 -0.66 -0.14 0.17
H 2.47666 -0.16905 -1.14626 0.29 -0.12 -0.57 0.33
H 2.65887 -0.26127 0.56466 0.46 -0.23 0.67 0.31
H 1.54688 1.69422 0.47064 0.34 0.74 0.12 0.36
H 0.70834 1.31372 -1.00947 -0.23 0.28 -0.52 0.27
H -0.41320 1.32894 1.40496 0.04 0.08 0.19 0.26
H -1.73525 -1.87338 -0.36578 2.45 4.59 -6.30 -0.29
H -3.25305 0.05484 0.83248 0.21 -1.04 0.19 -0.11
H -2.14461 0.64876 -1.76992 0.17 -0.27 0.16 -0.26
Ba -2.21166 -2.76658 0.89114 -2.74 -6.14 7.65 1.42
```
Positions in Å, forces in eV/Å.

Its calculated total energy is -9565.498 eV. The net charge is +1. The value obtained for the frontier orbital gap is 6.78 eV. The value obtained for the HOMO energy is -11.57 eV. Its spin multiplicity is 1. For the lowest unoccupied orbital energy, the calculation gives -4.798 eV.

---

Question: calculated total energy of number 1 (C2H9BN2O2)?
Answer: -9971.393 eV